1.
C15H13BBrCuF2N3O | the ωB97M-V functional and the def2-TZVPD basis

The calculation puts the largest force on an atom at 0.02328 Eh/bohr. The molecular weight comes out at 443.55 g/mol. As for the orbital gap: 0.256 Eh. The LUMO energy comes out at 2.8 eV. The value obtained for the HOMO energy is -4.204 eV. As for the charge: -1.

Last column: natural (NBO) charge in e.
Geometry (Å):
Cu: -1.125 -2.332 -1.254  0.37
Br: 1.976 -2.801 -1.524  0.01
C: 2.024 -2.138 0.288  -0.03
C: 3.278 -1.794 0.720  -0.28
C: 3.480 -1.366 2.037  -0.23
C: 2.418 -1.336 2.893  -0.19
C: 1.129 -1.708 2.463  -0.07
C: 0.071 -1.718 3.389  -0.23
C: -1.188 -2.055 2.986  -0.21
C: -1.441 -2.340 1.641  -0.27
C: -0.463 -2.358 0.648  -0.43
C: 0.871 -2.086 1.106  -0.04
H: 4.118 -1.864 0.044  0.21
H: 4.475 -1.086 2.357  0.20
H: 2.543 -1.028 3.924  0.20
H: 0.284 -1.441 4.415  0.19
H: -2.000 -2.056 3.703  0.19
H: -2.473 -2.539 1.367  0.19
F: -1.393 -1.235 -4.281  -0.59
B: -1.960 -1.986 -3.272  0.61
F: -3.172 -2.343 -3.793  -0.57
C: -1.889 4.114 0.252  -0.41
N: -1.173 3.180 -0.580  -0.42
C: -0.593 3.541 -1.743  0.10
C: 0.006 2.616 -2.539  -0.39
C: 0.014 1.268 -2.075  0.46
N: -0.506 0.930 -0.913  -0.56
C: -1.120 1.807 -0.124  0.76
O: -1.637 1.561 0.944  -0.64
N: 0.644 0.304 -2.778  -0.76
H: -1.528 5.130 0.093  0.19
H: -1.747 3.812 1.291  0.25
H: -2.961 4.076 0.038  0.20
H: -0.623 4.595 -1.998  0.20
H: 0.475 2.885 -3.472  0.21
H: 0.744 0.431 -3.774  0.39
H: 0.444 -0.644 -2.479  0.43

Cartesian forces, eV/Å:
-0.1802 0.1668 -0.7351
-0.2338 0.0995 0.3152
0.5539 -0.0670 -0.3459
-0.0625 -0.1113 -0.3475
-0.0605 0.0760 0.2647
0.2630 0.0224 0.0121
-0.0236 -0.0881 -0.1830
-0.2674 0.0242 0.1943
0.1737 0.1726 0.3602
0.1805 -0.1851 -0.6918
-0.3609 -0.0107 -0.1899
-0.3887 0.0175 0.0823
0.0023 -0.0141 -0.0662
0.0093 0.0264 0.0461
0.0341 0.0009 0.0452
-0.0284 0.0000 0.0441
-0.0528 -0.0192 0.0337
0.0002 0.0218 -0.0479
0.5396 0.0625 0.2662
0.0413 0.0659 0.3154
-0.1177 -0.3666 0.5401
-0.2295 0.0960 0.2782
0.2829 -0.3049 -0.1325
0.1058 -0.4356 -0.2045
-0.1421 0.5619 -0.0632
0.0089 -0.1567 0.6166
0.5035 -0.8037 -0.7301
-0.2682 0.9427 0.1442
-0.2173 -0.0456 0.3463
-0.0431 0.1585 -0.1314
0.0671 -0.0359 -0.0548
-0.0279 0.1438 -0.1226
0.0497 0.0231 0.0507
-0.0592 -0.0848 0.0094
0.0190 0.1138 -0.0263
-0.0455 -0.0377 0.1315
-0.0257 -0.0290 -0.0239

2.
C15H13BeClF3N3O7 | the ωB97M-V functional and the def2-TZVPD basis

The calculation puts the largest force on an atom at 0.00298 Eh/bohr. The molecular weight comes out at 448.74 g/mol. As for the orbital gap: 0.311 Eh. The LUMO energy comes out at -0.7 eV. The value obtained for the HOMO energy is -9.204 eV.

Last column: natural (NBO) charge in e.
Geometry (Å):
Be: -1.975 -2.122 0.233  1.70
O: -1.826 -0.655 -2.651  -0.80
Cl: -2.967 -0.512 -1.817  2.56
O: -4.187 -0.586 -2.516  -0.76
O: -2.876 0.640 -0.983  -0.82
O: -2.969 -1.738 -0.888  -1.07
F: -2.208 -6.379 1.301  -0.31
C: -1.760 -5.437 2.145  0.89
F: -0.854 -5.990 2.946  -0.30
F: -2.790 -5.032 2.897  -0.31
C: -1.153 -4.262 1.340  0.71
O: 0.041 -4.153 1.222  -0.59
O: -2.068 -3.511 0.811  -0.96
C: -1.087 2.977 -2.875  -0.63
C: 0.116 2.652 -2.034  -0.01
C: 0.826 1.470 -2.219  -0.19
C: 1.929 1.162 -1.437  -0.26
C: 2.324 2.024 -0.426  0.19
N: 3.396 1.701 0.454  -0.67
C: 3.728 0.454 0.927  0.79
O: 4.860 0.156 1.242  -0.61
N: 2.694 -0.471 1.050  -0.65
C: 1.328 -0.224 1.238  0.12
C: 0.836 0.889 1.910  -0.13
C: -0.533 1.051 2.039  -0.23
C: -1.380 0.100 1.516  0.06
N: -0.906 -0.987 0.889  -0.68
C: 0.416 -1.143 0.742  0.06
C: 1.640 3.219 -0.242  -0.26
C: 0.557 3.531 -1.047  -0.19
H: -1.305 2.170 -3.573  0.23
H: -0.927 3.892 -3.447  0.22
H: -1.968 3.125 -2.250  0.23
H: 0.506 0.775 -2.983  0.23
H: 2.471 0.239 -1.603  0.22
H: 4.189 2.323 0.463  0.42
H: 3.035 -1.393 1.276  0.43
H: 1.520 1.618 2.321  0.24
H: -0.944 1.911 2.547  0.24
H: -2.453 0.196 1.580  0.23
H: 0.747 -2.042 0.240  0.24
H: 1.950 3.893 0.549  0.22
H: 0.029 4.465 -0.890  0.21

Cartesian forces, eV/Å:
0.0623 0.1063 -0.0780
0.0556 0.0151 -0.0136
0.0739 -0.0049 -0.0019
-0.0217 0.0013 -0.0347
-0.0036 0.0038 0.0584
-0.0503 -0.0503 0.1355
0.0122 0.0313 0.0130
0.0099 -0.0022 0.0054
-0.0047 -0.0046 -0.0225
0.0016 0.0106 0.0125
0.0308 -0.0505 -0.0906
0.0183 0.0513 0.0525
-0.1240 -0.0774 0.0370
-0.0067 0.0100 -0.0029
-0.0101 0.0118 0.0015
-0.0096 -0.0134 0.0231
0.0040 -0.0170 -0.0318
-0.0391 0.0153 0.0099
0.0426 0.0333 -0.0296
0.0069 0.0079 0.0764
-0.0156 -0.0053 -0.0215
-0.0368 0.0013 0.0092
0.0337 -0.0528 -0.0161
-0.0561 0.0156 0.0026
0.0503 0.0115 0.0161
-0.0144 -0.0295 -0.0304
-0.0138 0.0565 -0.0551
-0.0125 -0.0305 0.0442
-0.0028 -0.0181 0.0083
-0.0030 -0.0077 -0.0016
-0.0029 -0.0005 0.0038
0.0010 0.0000 -0.0051
0.0027 -0.0108 0.0019
-0.0108 -0.0106 -0.0194
0.0056 0.0109 0.0076
0.0157 -0.0110 0.0008
-0.0023 -0.0060 -0.0250
0.0062 -0.0100 0.0018
0.0007 0.0020 -0.0024
-0.0174 0.0057 -0.0180
0.0196 0.0036 -0.0134
0.0020 0.0063 -0.0047
0.0024 0.0019 -0.0034

3.
C15H13Br9N2O4 | the ωB97M-V functional and the def2-TZVPD basis

The calculation puts the largest force on an atom at 0.10137 Eh/bohr. The molecular weight comes out at 1004.41 g/mol. As for the orbital gap: 0.330 Eh. The LUMO energy comes out at -1.0 eV. The value obtained for the HOMO energy is -10.010 eV.

Last column: natural (NBO) charge in e.
Geometry (Å):
C: 16.837 5.008 -4.932  -0.44
Br: 15.562 6.576 -5.076  0.05
Br: 18.559 5.514 -4.173  0.10
Br: 17.201 4.236 -6.744  0.07
H: 16.304 4.274 -4.327  0.22
C: 16.564 -1.180 0.513  -0.48
Br: 15.317 -1.512 1.995  0.09
Br: 16.769 -2.488 -0.944  0.11
Br: 18.312 -0.878 1.294  0.07
H: 16.321 -0.188 0.131  0.21
C: 15.346 2.309 -1.630  -0.48
Br: 17.078 2.810 -0.845  0.09
Br: 15.540 0.795 -2.880  0.10
Br: 14.435 3.877 -2.348  0.09
H: 14.742 1.933 -0.804  0.22
C: 12.006 2.223 -0.423  -0.20
C: 11.986 1.375 -1.493  -0.20
C: 12.113 -0.028 -1.264  -0.18
C: 12.215 -0.473 -0.033  0.02
C: 12.291 0.402 1.059  -0.18
C: 12.038 1.740 0.861  -0.22
N: 12.332 -1.858 0.092  0.51
O: 12.071 -2.362 1.174  -0.36
O: 12.993 -2.487 -0.733  -0.37
H: 12.006 3.295 -0.554  0.22
H: 12.124 1.758 -2.493  0.23
H: 12.252 -0.606 -2.166  0.25
H: 12.118 0.051 2.065  0.25
H: 12.047 2.598 1.517  0.23
C: 16.419 5.893 0.675  -0.17
C: 16.466 6.372 2.021  -0.21
C: 17.295 7.429 2.309  -0.20
C: 18.048 8.064 1.393  0.02
C: 17.952 7.638 0.018  -0.14
C: 17.015 6.616 -0.284  -0.24
N: 18.878 9.198 1.723  0.52
O: 19.208 9.969 0.867  -0.36
O: 19.085 9.449 2.906  -0.39
H: 15.916 4.974 0.412  0.22
H: 15.932 6.054 2.905  0.23
H: 17.286 7.828 3.312  0.24
H: 18.558 8.034 -0.783  0.24
H: 17.167 6.177 -1.259  0.22

Cartesian forces, eV/Å:
-0.0417 0.7448 -1.1845
1.0451 -1.1822 0.1581
-0.8829 -0.1534 0.0139
-0.4929 0.4271 1.1845
0.4000 0.1399 -0.1398
0.5919 0.2471 0.3409
0.2370 -0.2785 -1.0057
-0.6484 0.6325 0.9276
0.1209 -0.0471 0.0109
-0.2909 -0.5337 -0.3418
0.3327 -0.2983 0.1464
-0.5702 -0.3918 -0.4831
-0.1331 0.9582 0.4978
0.4102 -0.5415 0.0179
0.0341 0.1504 -0.2572
-0.4901 0.5292 -1.0833
1.0338 -1.1903 -0.0766
-0.1253 3.3063 -4.0281
-0.0960 1.1792 1.6312
-2.2915 -0.2053 1.3050
1.1907 0.6351 -0.5077
3.0097 -3.3488 2.1448
-1.1143 0.3366 0.0356
-0.9675 0.6387 -0.6841
-0.1773 0.0816 -0.2302
-0.4505 -0.0416 -0.1573
-0.2733 -0.5829 0.3284
0.7858 -0.5121 0.0788
-0.0676 -0.8506 1.3061
-1.5837 -0.2605 3.1095
0.2625 -0.1490 -1.1273
-0.7793 0.3101 1.9476
0.4883 -0.7616 -4.5044
-0.9661 0.1730 1.8098
3.5430 0.7919 -1.1546
-0.3247 1.3581 1.9554
0.4245 0.0110 -1.6813
-0.0828 -0.9786 0.0541
-0.2855 0.1399 0.1457
-0.3397 -0.8546 -0.4678
0.1779 -0.0623 0.1598
0.0249 0.3008 0.2088
-0.6375 0.1331 -0.4038

4.
C15H13CaF6N4O7S3 | the ωB97M-V functional and the def2-TZVPD basis

The calculation puts the largest force on an atom at 0.02590 Eh/bohr. The molecular weight comes out at 611.56 g/mol. As for the orbital gap: 0.265 Eh. The LUMO energy comes out at 2.6 eV. The value obtained for the HOMO energy is -4.621 eV. As for the charge: -1.

Last column: natural (NBO) charge in e.
Geometry (Å):
Ca: 0.108 0.023 0.234  1.77
F: -0.490 1.715 4.845  -0.31
C: 0.530 1.937 4.016  0.73
F: 0.137 2.784 3.071  -0.31
F: 1.528 2.486 4.703  -0.31
S: 1.042 0.308 3.300  2.25
O: -0.158 -0.160 2.644  -0.99
O: 1.584 -0.452 4.372  -0.89
N: 2.056 0.859 2.197  -1.28
S: 3.004 -0.086 1.334  2.23
O: 2.518 -0.115 -0.026  -0.97
O: 3.368 -1.319 1.950  -0.91
C: 4.553 0.926 1.251  0.73
F: 4.309 2.156 0.823  -0.30
F: 5.397 0.331 0.409  -0.31
F: 5.118 0.987 2.455  -0.31
S: 0.441 0.528 -2.697  -0.47
C: 0.218 2.120 -2.070  0.07
C: 0.184 3.229 -2.949  -0.27
C: 0.044 4.501 -2.456  -0.17
C: -0.069 4.698 -1.075  -0.33
C: -0.042 3.574 -0.276  0.05
N: 0.086 2.331 -0.743  -0.62
H: 0.280 3.048 -4.010  0.22
H: 0.023 5.343 -3.138  0.20
H: -0.177 5.681 -0.641  0.21
H: -0.131 3.660 0.801  0.19
N: -3.654 -4.247 0.882  -0.82
C: -2.587 -5.062 0.886  0.65
O: -2.650 -6.263 1.127  -0.65
C: -1.268 -4.445 0.506  -0.18
C: -0.286 -5.249 -0.061  -0.11
C: 0.931 -4.688 -0.403  -0.27
C: 1.132 -3.337 -0.164  0.06
N: 0.203 -2.565 0.391  -0.53
C: -0.971 -3.106 0.727  0.07
H: -4.532 -4.678 1.113  0.39
H: -3.653 -3.282 0.525  0.45
H: -0.497 -6.300 -0.214  0.24
H: 1.720 -5.275 -0.853  0.22
H: 2.064 -2.847 -0.424  0.21
H: -1.690 -2.442 1.191  0.24
C: -2.752 -1.667 -2.141  -0.74
C: -2.882 -1.202 -0.694  0.82
O: -3.769 -1.695 0.031  -0.76
O: -2.013 -0.363 -0.306  -0.89
H: -3.661 -2.156 -2.486  0.21
H: -1.928 -2.387 -2.179  0.22
H: -2.466 -0.840 -2.789  0.24

Cartesian forces, eV/Å:
-0.6698 0.1720 -1.1383
0.0210 0.0050 -0.0007
0.0841 -0.1981 0.0924
-0.0334 0.0311 -0.0557
0.0357 0.0129 -0.0390
0.6855 0.6833 -0.2730
-0.3907 -0.2584 -0.0996
0.0337 -0.1436 0.1775
-0.0279 -0.4014 0.0633
0.0467 0.4581 0.5893
0.1058 -0.1319 -0.0823
0.1322 -0.2190 0.0774
-0.1896 -0.1010 0.0800
-0.0331 0.0499 -0.0331
0.0010 -0.0042 0.0115
-0.0141 0.0151 -0.0136
-0.0158 -0.0837 0.4087
0.0662 -0.0161 -0.4165
-0.0268 0.2334 0.0514
0.0128 -0.1158 -0.0381
-0.0056 -0.1056 0.1018
-0.0630 0.2577 -0.0259
0.1075 -0.3817 0.2477
0.0017 -0.0395 0.0053
-0.0025 0.0274 0.0279
0.0011 -0.0026 0.0082
-0.0015 0.0470 -0.0254
0.1811 -0.2171 0.1615
-0.2076 -0.2053 -0.3022
0.0811 0.0479 0.0946
0.0887 0.1314 0.1043
-0.0566 0.0586 0.0665
0.0437 0.0306 -0.0168
0.0052 -0.0933 -0.0585
-0.0208 0.4504 0.0513
0.0275 -0.2174 0.0241
-0.0118 -0.0077 -0.0030
-0.0541 0.0085 0.0451
-0.0096 0.0028 0.0027
-0.0168 -0.0214 0.0061
-0.0088 -0.0299 -0.0064
-0.0063 -0.0250 -0.0019
-0.0030 0.0184 0.1363
0.0343 0.0431 -0.2297
0.1127 0.2486 -0.1429
-0.0036 -0.0563 0.3234
-0.0098 0.0281 0.0251
-0.0140 -0.0066 -0.0049
-0.0127 0.0214 0.0240

5.
C15H13ClF3N2O6S3 | the ωB97M-V functional and the def2-TZVPD basis

The calculation puts the largest force on an atom at 0.12979 Eh/bohr. The molecular weight comes out at 505.92 g/mol. As for the orbital gap: 0.157 Eh. The LUMO energy comes out at 0.9 eV. The value obtained for the HOMO energy is -3.343 eV. As for the charge: -1.

Last column: natural (NBO) charge in e.
Geometry (Å):
O: -5.821 -5.101 1.948  -0.40
N: -5.517 -3.881 1.971  0.50
O: -6.342 -2.949 1.810  -0.39
C: -4.144 -3.554 2.168  -0.01
C: -3.712 -2.215 2.098  -0.19
C: -2.357 -1.929 1.899  -0.15
C: -1.417 -2.980 1.853  -0.28
S: 0.364 -2.666 1.613  2.13
C: 0.446 -1.764 0.056  -0.84
Cl: 1.374 -2.637 -1.115  -0.03
O: 0.706 -1.686 2.632  -0.97
O: 1.071 -3.925 1.614  -0.95
C: -1.842 -4.311 1.962  -0.21
C: -3.194 -4.592 2.202  -0.16
H: -4.460 -1.433 2.128  0.24
H: -2.035 -0.887 1.794  0.23
H: -0.581 -1.668 -0.291  0.22
H: -1.101 -5.107 1.872  0.25
H: -3.510 -5.615 2.329  0.24
C: 0.822 3.793 -0.720  -0.44
N: 1.815 3.741 -1.779  -0.83
S: 1.371 3.324 -3.487  0.39
C: -0.356 3.866 -3.914  0.83
F: -0.445 4.691 -5.017  -0.33
F: -1.067 2.734 -4.178  -0.32
F: -1.034 4.497 -2.909  -0.33
S: 3.407 3.722 -1.329  2.33
C: 3.425 2.003 -0.892  -0.36
C: 3.691 1.590 0.430  -0.19
C: 2.910 0.527 0.961  -0.25
C: 1.890 0.012 0.175  -0.22
C: 1.799 0.276 -1.172  -0.26
C: 2.588 1.245 -1.744  -0.21
O: 4.106 4.059 -2.530  -0.94
O: 3.554 4.511 -0.144  -0.92
H: -0.186 3.867 -1.098  0.22
H: 0.895 2.960 -0.026  0.22
H: 0.955 4.724 -0.177  0.22
H: 4.411 2.114 1.062  0.22
H: 3.059 0.200 2.001  0.22
H: 0.944 -0.687 0.568  0.30
H: 1.096 -0.281 -1.789  0.21
H: 2.426 1.412 -2.835  0.22

Cartesian forces, eV/Å:
0.2830 2.4343 0.0128
-2.4899 -0.7127 0.1608
1.4971 -1.8704 0.3134
2.0541 0.2661 -0.1903
0.2248 -0.3678 -0.5299
-0.1145 -0.2359 0.5067
-0.1477 -0.2221 -0.1518
-0.6137 1.1260 -0.9262
-4.0778 -5.1821 1.0287
0.4298 -0.6400 -0.3660
-0.2051 -0.3820 0.0439
-0.2405 -0.0923 0.1167
-0.4567 0.3617 0.5176
0.3311 0.4115 -0.6342
0.1096 0.0017 -0.1232
-0.0644 -0.4741 0.1692
-0.1336 -0.1247 -0.0706
-0.2309 0.2130 0.1910
-0.1454 -0.0264 -0.1480
-0.1998 0.2406 0.4179
-1.9688 1.3063 -1.7754
0.2167 0.6268 0.8944
-0.8952 0.6184 0.7581
0.3237 -1.2538 1.2397
0.5632 1.0128 -0.3069
0.7086 -0.2716 -0.9861
0.1675 -0.8837 -0.5505
0.1801 -0.0649 0.1682
-0.5969 -0.4256 -0.1861
0.8918 0.8975 -0.8297
0.8240 2.1793 2.3947
0.5819 0.3235 -0.5956
0.1575 -0.4989 -0.2476
0.4953 -0.0911 -0.1896
-0.0544 0.0849 -0.0415
-0.0015 -0.3655 -0.2642
0.0858 -0.2824 0.0057
0.2242 0.0346 0.2195
-0.3861 0.1670 -0.2433
-0.1661 0.2105 -0.4842
2.2945 1.4578 -0.6867
-0.0413 0.3502 0.1047
0.5860 0.1433 1.2638

6.
C15H13N2O2Zn | the ωB97M-V functional and the def2-TZVPD basis

The calculation puts the largest force on an atom at 0.01967 Eh/bohr. The molecular weight comes out at 318.67 g/mol. As for the orbital gap: 0.262 Eh. The LUMO energy comes out at 3.1 eV. The value obtained for the HOMO energy is -4.008 eV. As for the charge: -1.

Last column: natural (NBO) charge in e.
Geometry (Å):
Zn: 0.609 1.557 -0.720  1.56
O: 2.488 1.520 0.029  -0.85
C: 2.859 1.155 1.196  0.41
C: 4.133 1.571 1.673  -0.26
C: 4.630 1.178 2.888  -0.21
C: 3.884 0.349 3.724  -0.32
C: 2.640 -0.067 3.310  -0.15
C: 2.099 0.310 2.075  -0.24
C: 0.856 -0.276 1.679  0.11
N: 0.223 0.056 0.610  -0.44
N: -0.855 -0.677 0.222  -0.47
C: -1.111 -0.526 -1.060  0.54
O: -0.435 0.152 -1.889  -0.82
C: -2.290 -1.282 -1.556  -0.02
C: -3.053 -2.086 -0.716  -0.20
C: -4.133 -2.788 -1.215  -0.23
C: -4.466 -2.701 -2.558  -0.23
C: -3.722 -1.886 -3.394  -0.23
C: -2.641 -1.186 -2.898  -0.21
H: 4.709 2.217 1.025  0.20
H: 5.614 1.512 3.197  0.19
H: 4.287 0.032 4.676  0.19
H: 2.053 -0.717 3.949  0.19
H: 0.473 -1.100 2.293  0.16
H: -2.774 -2.142 0.324  0.24
H: -4.726 -3.411 -0.557  0.20
H: -5.303 -3.265 -2.951  0.20
H: -3.991 -1.797 -4.438  0.20
H: -2.041 -0.551 -3.531  0.24
C: 0.068 3.424 -1.262  -1.32
H: 0.613 3.742 -2.147  0.19
H: 0.293 4.152 -0.485  0.19
H: -0.989 3.529 -1.492  0.19

Cartesian forces, eV/Å:
0.1084 0.6171 -0.1358
-0.0411 0.1576 -0.3654
0.1501 -0.1805 0.2531
0.0757 0.0458 -0.0469
0.0102 0.0870 -0.0877
0.0490 -0.1701 0.3911
-0.0032 0.0322 -0.0528
0.4864 0.3687 0.0620
-0.6372 -0.2075 -0.4672
0.4660 0.1643 0.1716
-0.7501 -0.5599 0.3839
0.3242 -0.2135 0.4222
0.1759 0.3099 -0.1864
-0.2799 -0.1418 -0.2306
0.0876 0.0621 0.0761
-0.1683 -0.1613 0.0435
-0.1104 -0.0325 -0.0547
-0.1602 -0.1022 -0.1641
0.2328 0.1523 0.1141
0.0160 0.0192 -0.0983
0.0269 0.0246 0.0202
-0.0366 -0.0193 0.0551
-0.0259 -0.0453 -0.0023
-0.0919 0.0496 -0.1889
0.0075 -0.0269 0.0928
0.0159 -0.0295 0.0416
-0.0454 0.0121 0.0075
0.0085 -0.0106 -0.0825
0.0474 0.0612 -0.0653
0.0105 -0.2758 0.2062
0.1822 0.0212 -0.2458
0.0963 0.0864 0.1861
-0.2271 -0.0947 -0.0524